Molecular formula: C3H10N2O
Method: DFT, wB97M-V/def2-TZVPD

Values from the calculation:
SMILES = C/C(N)=C/N.O
HOMO level = -7.71 eV
ΔE to the lowest compared entry with this formula, charge and spin = 150.4 kJ/mol
total energy = -305.017350 Ha
maximum force = 1.97 eV/A

The geometry in XYZ format:
```
16
Properties=species:S:1:pos:R:3:forces:R:3:mulliken_charge:R:1
C 0.164 -1.098 -1.337 0.30 0.82 -0.25 -1.298
C -0.332 -0.621 -0.010 0.74 -1.17 1.41 0.051
N -1.747 -0.761 0.236 0.09 0.33 -0.44 -0.638
C 0.427 -0.192 1.024 -0.35 0.77 -0.59 -0.089
N -0.061 0.616 2.042 0.03 -0.36 0.38 -0.453
H -0.429 -0.517 -2.037 -0.29 -0.10 -0.57 0.363
H 1.170 -0.759 -1.550 0.48 -0.14 0.20 0.328
H 0.093 -2.141 -1.643 -0.24 -0.21 0.43 0.331
H -1.963 -1.737 -0.014 -0.41 0.87 0.02 0.268
H -2.246 -0.094 -0.362 -0.20 -0.70 0.17 0.252
H 1.505 -0.295 1.092 0.04 0.10 -0.66 0.481
H -1.023 0.504 2.322 0.01 -0.03 -0.12 0.214
H 0.581 0.874 2.772 -0.17 -0.27 0.03 0.200
O 1.227 2.426 -0.922 -0.14 0.57 -0.43 -0.647
H 1.863 2.113 -0.276 -0.21 -0.42 -0.07 0.327
H 0.772 1.683 -1.336 0.34 -0.08 0.50 0.310
```
Forces are in eV/Å.